Formula: CH7BNO
Source: the OMol25 dataset
Level of theory: ωB97M-V/def2-TZVPD

Output
- Gap between HOMO and LUMO: 8.895 eV
- HOMO: -13.150 eV
- LUMO: -4.26 eV
- Charge: +1
- Total energy: -196.77717 a.u.

Each line ends with the Mulliken charge.
Positions of all 11 atoms, in Å:
1 B -1.094897 0.347576 -0.016619  0.040
2 C 0.522147 0.442992 -0.017817  -0.585
3 N 1.222400 -0.865324 -0.143073  -0.252
4 O -1.791839 -0.622810 0.465721  -0.317
5 H -1.852293 2.374283 -0.397899  -0.040
6 H 0.903405 1.192219 -0.811287  0.354
7 H 0.736214 0.800518 0.893567  0.349
8 H 0.561849 -1.546557 0.165213  0.330
9 H 1.352891 -0.775613 -1.112870  0.363
10 H 2.178227 -1.018000 0.378883  0.381
11 H -2.738100 -0.329281 0.596186  0.375

Force components x, y, z for each atom (eV/Å):
0.873 4.610 -0.749
-1.329 0.971 -3.434
2.066 0.635 1.814
-2.116 -0.388 0.427
1.064 -3.145 0.548
-0.540 -1.363 1.352
0.708 1.812 3.408
-0.262 -1.312 -0.174
0.718 -1.661 -1.815
-2.223 0.640 -1.242
1.042 -0.800 -0.137

---

Formula: CH7BrN3
Source: the OMol25 dataset
Level of theory: ωB97M-V/def2-TZVPD

Output
- Gap between HOMO and LUMO: 8.975 eV
- HOMO: -13.335 eV
- LUMO: -4.36 eV
- Charge: +1
- Total energy: -2780.16571 a.u.

Each line ends with the Mulliken charge.
Positions of all 12 atoms, in Å:
1 C 0.400821 0.688009 0.661830  0.825
2 N -0.699998 0.529818 1.166283  -0.488
3 N 1.583877 0.774171 0.784243  -0.473
4 N -0.261066 -0.837960 -1.573925  -0.400
5 Br 3.166968 0.798297 -0.036715  0.102
6 H -0.251243 -0.100651 -0.890470  0.045
7 H 0.944210 1.030162 3.509475  0.227
8 H -1.745974 0.343635 1.097167  0.288
9 H 1.300901 0.901267 2.836226  -0.299
10 H 0.735592 -1.007127 -1.672495  0.392
11 H -0.492288 -0.540080 -2.522588  0.394
12 H -0.983619 -1.501336 -1.287999  0.388

Force components x, y, z for each atom (eV/Å):
-2.175 -0.177 2.475
-2.390 -0.453 -1.095
1.876 0.253 -0.727
-0.031 0.404 -1.584
0.207 0.050 -0.418
-0.791 1.074 0.320
0.416 -0.174 -0.770
2.603 0.722 -0.097
-0.394 0.207 1.236
0.254 -1.671 0.444
-0.493 0.577 0.081
0.917 -0.814 0.135

---

Formula: CH7BrN3
Source: the OMol25 dataset
Level of theory: ωB97M-V/def2-TZVPD

Output
- Gap between HOMO and LUMO (alpha / beta): 8.635 / 7.611 eV
- HOMO (alpha / beta): -13.372 / -12.456 eV
- LUMO (alpha / beta): -4.74 / -4.85 eV
- Charge: +1
- Total energy: -2780.17021 a.u.

Each line ends with the Mulliken charge.
Positions of all 12 atoms, in Å:
1 C 0.146916 -0.265248 -0.333643  0.149
2 N 0.759889 0.821645 -0.903004  -0.474
3 N -0.514819 -1.134290 -1.175305  -0.412
4 N -0.713399 0.088108 0.841955  -0.272
5 Br -1.102890 -2.798383 -0.474539  0.064
6 H 1.502791 -1.331106 0.985135  0.069
7 H 1.296481 1.421089 -0.288805  0.240
8 H 1.253656 0.657412 -1.770482  0.242
9 H -0.120886 -1.245727 -2.102595  0.312
10 H -0.126675 0.370202 1.635814  0.424
11 H -1.226221 -0.772752 1.098426  0.308
12 H -1.390534 0.836223 0.616362  0.350

Force components x, y, z for each atom (eV/Å):
1.558 -1.335 1.204
-0.245 0.038 0.034
-0.297 -0.318 0.304
-0.085 0.075 -0.015
0.451 0.913 -0.325
-1.384 0.975 -1.287
-0.043 -0.159 0.008
-0.081 -0.070 0.051
0.031 -0.082 0.146
-0.140 -0.165 -0.181
0.175 0.277 0.106
0.060 -0.148 -0.045

---

Formula: CH7ClSi2
Source: the OMol25 dataset
Level of theory: ωB97M-V/def2-TZVPD

Output
- Gap between HOMO and LUMO: 11.110 eV
- HOMO: -10.475 eV
- SMILES string: C[Si@H]([SiH3])Cl
- LUMO: 0.63 eV
- Total energy: -1081.46255 a.u.

Each line ends with the Mulliken charge.
Positions of all 11 atoms, in Å:
1 C 0.452748 -1.830466 -0.070716  -0.952
2 Si 0.957777 -0.046476 0.480546  0.462
3 Si -0.308164 1.757040 -0.097084  0.244
4 Cl 2.819677 0.419222 -0.187478  -0.261
5 H -0.518213 -1.849151 -0.431712  0.365
6 H 1.083496 -1.804107 -1.078315  0.218
7 H 0.566965 -2.837323 0.518681  0.284
8 H 1.277650 -0.246476 1.975987  -0.106
9 H -1.478223 2.117066 0.880140  -0.071
10 H -1.099484 1.578414 -1.417301  -0.088
11 H 0.512059 2.906605 -0.424690  -0.095

Force components x, y, z for each atom (eV/Å):
2.880 -0.265 -1.218
0.178 -2.510 2.373
-2.766 0.534 -0.703
0.754 0.134 -0.642
-2.157 0.121 -0.644
-1.039 -0.798 1.909
0.424 2.350 -0.860
-0.558 0.614 -0.745
1.200 -0.318 -0.546
0.625 -0.260 0.804
0.459 0.397 0.273

---

Computed energy relative to the best compared isomer or geometry (same formula, charge and spin) (kJ/mol) in order:
383.8 427.5 415.7 21.9